C17H23Br4F5N | ωB97M-V/def2-TZVPD

Values from the calculation:
Max |F| = 0.96 eV/Å
Frontier orbital gap = 9.195 eV
E_tot = -313244.3677 eV
Charge = +1

Geometry as XYZ:
```
50
C17H23Br4F5N | OMol25 | ωB97M-V/def2-TZVPD
H -0.399 -3.240 -2.140
H -1.804 -0.290 -0.150
C -1.804 -4.620 1.585
H 0.246 4.373 0.962
F -0.831 -0.751 -3.943
C 3.247 2.343 -0.360
H -2.116 -0.552 1.582
H 3.766 4.352 -0.853
C -0.200 -1.144 -1.712
H -3.829 -4.074 2.018
F -1.704 0.534 -2.428
C 2.950 3.668 -1.070
C -1.274 -0.725 -2.671
Br -0.804 -5.787 0.391
H 2.617 -2.207 0.708
H 1.827 4.954 1.395
H -1.338 -3.642 1.521
F 3.447 0.185 1.013
H 3.535 1.576 -1.069
N 2.011 1.850 0.360
H -4.303 0.301 -0.383
C -3.266 -4.572 1.232
C -3.884 -0.380 0.351
H 0.109 0.836 -1.050
F 1.572 0.384 2.069
C 1.308 4.187 0.828
C 1.635 2.817 1.441
H 0.782 2.428 1.966
H 1.657 5.356 -0.918
H 1.262 1.865 -0.328
H 2.964 3.510 -2.144
H 0.809 3.865 -1.237
C 1.838 -1.903 0.026
H -3.679 -5.560 1.059
C 0.461 -0.181 -0.968
Br -3.584 -3.552 -0.393
H -3.944 -1.400 -0.022
Br -2.211 1.867 1.014
H 4.017 2.442 0.393
C 1.475 -0.562 -0.088
H 2.468 2.871 2.133
C 1.162 -2.861 -0.721
H 1.421 -3.901 -0.612
C 1.622 4.304 -0.660
F -2.355 -1.521 -2.573
C 2.133 0.414 0.844
H -1.667 -5.027 2.584
Br -5.026 -0.299 1.917
C 0.138 -2.487 -1.583
C -2.456 -0.045 0.685
```

Mulliken atomic charge list, values in e, 2 entries: H 0.5731; H -0.4746